14
Properties=species:S:1:pos:R:3 method="wB97M-V/def2-TZVPD" lumo_ev=-3.30 gap_ev=11.30 homo_ev=-14.6 smiles="CC1=C[C@@]12C[NH2+]2" total_charge=+1 e_above_lowest_ev=3.922 largest_force_ev_per_a=5.46
C -2.11794 0.54130 -0.02859
C -0.99976 -0.40214 -0.03234
C -0.63480 -1.66693 0.03585
C 0.46887 -0.35805 -0.14325
C 1.72622 0.00491 -0.76111
N 1.58663 0.05318 0.72194
H -2.42920 0.74314 -1.05382
H -1.83535 1.48588 0.43138
H -2.96565 0.11116 0.49941
H -0.63357 -2.72121 0.09447
H 2.39084 -0.76256 -1.14145
H 1.83464 0.96324 -1.25815
H 2.09527 -0.63417 1.27942
H 1.55953 0.96853 1.17478

---

14
Properties=species:S:1:pos:R:3 method="wB97M-V/def2-TZVPD" lumo_ev=-4.11 gap_ev=8.93 homo_ev=-13.0 smiles="C=C=C/C=C/[NH3+]" total_charge=+1 e_above_lowest_ev=3.754 largest_force_ev_per_a=3.90
C 2.44664 0.56604 -1.01632
C 2.21959 -0.17705 0.05138
C 1.49041 -0.84812 0.89564
C 0.06440 -0.81920 0.75024
C -0.53691 -0.11901 -0.20015
N -1.99450 -0.08508 -0.26561
H 2.84641 1.57035 -0.78769
H 2.46320 0.25865 -2.04314
H 1.74823 -1.43789 1.74614
H -0.42788 -1.26196 1.62828
H 0.11987 0.33774 -0.90569
H -2.34173 0.22586 -1.29699
H -2.40862 0.77256 0.35590
H -2.48220 -1.01152 0.11300

---

14
Properties=species:S:1:pos:R:3 method="wB97M-V/def2-TZVPD" lumo_ev=-5.26 gap_ev=8.50 homo_ev=-13.8 smiles="C#[N+]C/C=C/C" total_charge=+1 e_above_lowest_ev=4.218 largest_force_ev_per_a=4.53
C 3.66435 0.51471 0.07570
N 2.58689 0.09745 0.04257
C 1.19354 -0.30143 -0.15647
C -0.30262 0.37306 0.00730
C -1.37917 -0.39295 0.22157
C -2.71084 0.12240 0.13892
H 4.77782 0.40051 0.06406
H 1.14857 -1.14206 0.58383
H 1.24513 -0.66149 -1.12322
H -0.22341 1.44641 -0.21903
H -1.10230 -1.46917 0.18521
H -3.13385 0.30846 1.12645
H -3.31976 -0.40188 -0.56249
H -2.44434 1.10599 -0.38441

---

14
Properties=species:S:1:pos:R:3 method="wB97M-V/def2-TZVPD" lumo_ev="-5.95 / -5.64" gap_ev="8.18 / 8.68" homo_ev="-14.1 / -14.3" total_charge=+1 e_above_lowest_ev=7.930 largest_force_ev_per_a=4.41
C 0.66376 0.31037 0.81692
C -0.36345 -0.52089 -1.95275
C 1.84832 0.74916 1.44435
C 0.44880 -0.09925 2.06933
C -1.83522 -0.23647 -1.59778
N 0.69295 -0.35852 -1.35455
H -0.23051 -1.09991 -2.95850
H 2.74277 0.24361 1.03962
H 1.95981 1.65441 2.02939
H 0.41760 0.62430 2.79685
H 0.01411 -1.11920 2.10610
H -2.35257 0.14395 -2.44513
H -2.35913 -1.00300 -1.06473
H -1.64726 0.71142 -0.92913

---

14
Properties=species:S:1:pos:R:3 method="wB97M-V/def2-TZVPD" lumo_ev=-4.89 gap_ev=10.87 homo_ev=-15.8 smiles="C=[N+]1CC12CC2" total_charge=+1 e_above_lowest_ev=3.129 largest_force_ev_per_a=1.53
C 1.94209 -0.87163 0.00550
N 1.04977 0.00385 0.00120
C 0.67516 1.38460 -0.00654
C -0.30283 0.26988 0.00059
C -1.45965 -0.28951 -0.75084
C -1.46763 -0.27029 0.75165
H 1.67704 -1.92181 0.01209
H 2.99080 -0.59737 0.00364
H 0.87150 1.94433 0.90032
H 0.86819 1.93158 -0.92178
H -1.31030 -1.23132 -1.25984
H -2.09635 0.40013 -1.28597
H -2.10190 0.44340 1.25701
H -1.33589 -1.19583 1.29297

---

14
Properties=species:S:1:pos:R:3 method="wB97M-V/def2-TZVPD" lumo_ev="-7.07 / -7.07" gap_ev="6.22 / 6.22" homo_ev="-13.3 / -13.3" total_charge=+1 e_above_lowest_ev=6.603 largest_force_ev_per_a=4.27
C 0.08980 -1.43911 0.50512
C -0.96074 -0.24592 0.73545
C -0.63190 0.71867 -0.45256
C 1.40032 2.26477 -0.85134
C 0.73998 1.23256 -0.57538
N 0.18970 -2.65248 0.48951
H 0.96514 -0.80671 0.42166
H -1.97518 -0.58351 0.76728
H -0.74174 0.16533 1.66462
H -0.83916 0.10424 -1.31928
H -1.47733 1.50763 -0.49326
H -0.36573 -3.51855 0.51015
H 2.20589 3.06203 -1.07487
H 1.40095 0.19106 -0.32711

---

14
Properties=species:S:1:pos:R:3 method="wB97M-V/def2-TZVPD" lumo_ev=-5.08 gap_ev=8.61 homo_ev=-13.7 smiles="CC#CCC=[NH2+]" total_charge=+1 e_above_lowest_ev=2.962 largest_force_ev_per_a=5.36
C 1.72184 -1.15246 1.88228
C 0.75796 -0.41621 1.18190
C -0.08755 0.26340 0.60660
C -1.08429 1.11992 -0.03850
C -1.39640 0.81589 -1.38994
N -0.70673 0.06048 -2.20512
H 1.35560 -2.16522 1.48600
H 1.51186 -1.22661 2.92668
H 2.71820 -0.73032 1.71936
H -0.90928 2.20995 0.11894
H -2.11010 0.95191 0.45162
H -2.21265 1.32019 -1.72398
H -0.82714 0.11265 -3.24918
H 0.31253 -0.27353 -1.89183

---

14
Properties=species:S:1:pos:R:3 method="wB97M-V/def2-TZVPD" lumo_ev="-4.21 / -7.36" s_squared=2.04 spin_multiplicity=3 gap_ev="7.94 / 9.41" homo_ev="-12.2 / -16.8" total_charge=+1 e_above_lowest_ev=4.931 largest_force_ev_per_a=4.96
C -0.91024 -0.95174 0.73160
C -1.90329 0.82104 -0.12201
C 0.45897 0.61181 -0.54653
C -1.56367 -0.58612 -0.60412
C 1.71749 -0.11185 -0.37914
N -0.53617 0.41234 0.26707
H -1.60474 -0.82275 1.63756
H -0.11469 -1.66195 0.74671
H -2.14442 1.43985 -1.05878
H -2.62660 0.82769 0.66823
H 0.46853 1.29282 -1.31302
H 2.13198 -0.54757 -1.23018
H 1.72259 -0.66566 0.56682
H 2.65219 0.68059 -0.21564